(1)
83
Properties=species:S:1:pos:R:3 method="wB97M-V/def2-TZVPD" homo_ha=-0.217 lumo_ev=-0.05 homo_lumo_gap_ev=5.85 energy_ha=-2899.9209 e_above_lowest_ev=0.000 charge=0
Ca 0.13906 0.05160 2.63667
C -1.88703 1.90321 -6.05317
C -1.95839 0.69046 -5.49035
C -1.14761 -0.53881 -5.74968
C 0.20547 -0.34957 -6.47645
C 1.14884 0.55717 -5.74004
C 1.22145 1.89272 -5.76849
C 0.40801 2.88708 -6.54648
C -0.94494 2.39527 -7.11353
C 1.72408 0.57175 3.98498
H -2.59735 2.66378 -5.68778
H -2.73878 0.54944 -4.72994
H -1.75097 -1.27128 -6.31283
H -0.94921 -1.01708 -4.77445
H 0.67514 -1.34942 -6.55405
H 0.03301 -0.01676 -7.50590
H 1.85890 0.03790 -5.07791
H 1.99924 2.35801 -5.14965
H 1.01261 3.29452 -7.37383
H 0.21157 3.74458 -5.88093
H -1.41366 3.25932 -7.62354
H -0.77200 1.64364 -7.89165
H 1.25754 1.34137 4.58836
H 2.58992 0.90262 3.46095
H 1.88020 -0.34591 4.53768
P 1.92587 -0.52546 0.78021
P -1.32946 -0.76316 0.71568
N 2.87054 0.80280 0.34878
N 3.06414 -1.70399 1.16380
N -1.88653 0.54909 -0.20880
N -2.65229 -1.67261 1.17286
C 1.05968 -1.08143 -0.70662
C -0.31867 -1.75290 -0.41362
C 2.64834 2.14945 0.72911
C 3.50863 2.93129 -0.00724
C 4.27186 2.06246 -0.86403
C 3.85836 0.76910 -0.62945
C 3.90940 -1.69380 2.30570
C 4.50952 -2.92625 2.39696
C 4.01870 -3.73859 1.31362
C 3.13380 -2.97888 0.58998
C -2.12455 1.85430 0.30408
C -2.62558 2.61912 -0.72356
C -2.69436 1.79371 -1.89610
C -2.23597 0.53794 -1.55022
C -3.71737 -2.02343 0.35103
C -4.47801 -2.96144 1.01238
C -3.86026 -3.21245 2.28810
C -2.74199 -2.41918 2.37664
H 1.72453 -1.75166 -1.25309
H 0.91126 -0.17569 -1.30800
H -0.89228 -1.91780 -1.32828
H -0.18920 -2.72728 0.09078
H 1.90309 2.37851 1.48568
H 3.59313 4.00894 0.05846
H 5.04409 2.36058 -1.56197
H 4.17318 -0.18114 -1.03643
H 3.98225 -0.79890 2.91074
H 5.23442 -3.22183 3.14499
H 4.29852 -4.75985 1.09121
H 2.53705 -3.20371 -0.28003
H -1.90352 2.07034 1.34425
H -2.90935 3.66182 -0.65511
H -3.03652 2.08705 -2.88155
H -2.11725 -0.36497 -2.13490
H -3.83513 -1.53717 -0.60489
H -5.38827 -3.41178 0.63686
H -4.21326 -3.89310 3.05360
H -1.99709 -2.27678 3.15422
C -1.61679 0.64812 4.13782
C -1.24541 0.28051 5.48036
C -1.17772 -1.07846 5.91022
C -0.86403 -1.41228 7.22733
C -0.59078 -0.41312 8.16390
C -0.63659 0.93197 7.77196
C -0.95514 1.27405 6.46542
H -2.55230 0.20298 3.80976
H -1.62383 1.72714 3.96706
H -1.39016 -1.87694 5.19229
H -0.83452 -2.46187 7.52688
H -0.34359 -0.67766 9.19047
H -0.41806 1.71313 8.50231
H -0.98965 2.32557 6.17041



(2)
89
Properties=species:S:1:pos:R:3 method="wB97M-V/def2-TZVPD" homo_ha="-0.063 / -0.062" lumo_ev="3.87 / 3.86" homo_lumo_gap_ev="5.57 / 5.56" energy_ha=-5258.1286 e_above_lowest_ev=0.631 spin_multiplicity=2 charge=-2
Cs -0.25421 3.09351 0.32836
N -1.01441 1.55333 5.59411
C -0.42728 2.03438 4.43593
S -1.22167 3.33475 3.66789
N 0.64742 1.33500 4.11158
N 1.21164 1.61882 2.90977
C 2.30523 0.97470 2.65375
C 2.93227 0.00254 3.60258
C 4.22088 0.23605 4.07337
C 4.84413 -0.66262 4.92932
C 4.18401 -1.81780 5.32035
C 2.89630 -2.05996 4.85594
C 2.27348 -1.15541 4.01078
C 2.97543 1.15628 1.32926
C 3.84112 0.16942 0.84599
C 4.38076 0.29721 -0.42050
C 4.07195 1.41669 -1.17532
C 3.23397 2.35979 -0.60471
N 2.70009 2.24715 0.60737
H -1.62709 2.20166 6.05779
H -0.40579 0.98850 6.16683
H 4.74093 1.13278 3.75608
H 5.84767 -0.46136 5.28570
H 4.66872 -2.52642 5.98158
H 2.37213 -2.96043 5.15374
H 1.26631 -1.33696 3.66330
H 4.04224 -0.71026 1.43978
H 5.00523 -0.48732 -0.82977
H 4.42806 1.53513 -2.18998
H 2.95561 3.24871 -1.16505
C -5.32619 -1.19503 2.58547
C -4.17595 -0.58434 3.13690
C -3.39873 0.24109 2.37665
C -3.74418 0.48536 1.02370
C -3.00333 1.29089 0.15552
C -3.27234 1.55875 -1.13690
C -4.44957 0.96140 -1.66543
C -5.23350 0.15523 -0.89076
C -4.90570 -0.11313 0.46278
C -5.68360 -0.96440 1.28748
H -5.92831 -1.85229 3.20224
H -3.91066 -0.77026 4.17003
H -2.52531 0.73085 2.78996
H -2.64400 2.18055 -1.76528
H -4.69761 1.13249 -2.70598
H -6.11190 -0.31948 -1.31352
H -6.56674 -1.43220 0.86520
C 1.79175 -4.82616 0.45545
C 1.88462 -3.66870 1.21567
C 1.38993 -2.46952 0.71202
C 0.80893 -2.37599 -0.55210
C 0.70757 -3.56212 -1.28601
C 1.19117 -4.76968 -0.79767
Ge 0.17403 -0.56806 -1.22363
C -1.41358 -1.31000 -2.23409
C -1.62865 -1.20737 -3.60912
C -2.78415 -1.70176 -4.20847
C -3.75674 -2.32906 -3.44225
C -3.56541 -2.44353 -2.06980
C -2.41828 -1.93079 -1.48338
C 1.45915 -0.36203 -2.77885
C 2.51698 -1.22713 -3.07232
C 3.43804 -0.94683 -4.07672
C 3.32528 0.21646 -4.82725
C 2.28040 1.09310 -4.55954
C 1.37300 0.80545 -3.54744
H 2.17239 -5.76632 0.83960
H 2.33312 -3.69601 2.20325
H 1.44459 -1.57602 1.32289
H 0.23999 -3.53845 -2.26608
H 1.10206 -5.67058 -1.39654
H -0.87766 -0.73173 -4.23173
H -2.92139 -1.60090 -5.28047
H -4.65651 -2.71807 -3.90651
H -4.32223 -2.91657 -1.45230
H -2.29979 -2.01093 -0.40528
H 2.63318 -2.14098 -2.49847
H 4.25010 -1.64062 -4.27314
H 4.04352 0.43939 -5.60856
H 2.17839 2.01074 -5.12837
H 0.58920 1.52924 -3.33524
F -3.22957 5.58419 -1.40657
C -2.57547 5.97338 -2.51137
F -2.59312 7.31580 -2.53571
F -3.28798 5.55033 -3.56716
S -0.84898 5.32349 -2.54233
O -0.32622 5.85456 -3.77645
O -1.05244 3.88038 -2.50833
O -0.28678 5.86605 -1.32348



(3)
317
Properties=species:S:1:pos:R:3 method="wB97M-V/def2-TZVPD" homo_ha=-0.722 lumo_ev=-16.02 homo_lumo_gap_ev=3.63 energy_ha=-6991.7575 charge=+7
C -0.13365 -2.56684 7.69011
N 0.61262 -1.45919 7.04214
C 1.37065 -1.72815 5.92681
C 1.90799 -0.62438 5.26642
C 1.77396 0.68593 5.75670
C 1.16436 0.84036 6.96570
C 0.60132 -0.25380 7.62247
C 2.29130 1.84883 4.96698
C 3.51715 1.84535 4.26968
C 3.95981 3.00249 3.53897
N 3.17607 4.10874 3.54272
C 2.00429 4.17859 4.20810
C 1.59311 3.04546 4.90549
C 3.81800 5.26585 2.86039
H -0.72697 -2.17119 8.51445
H 0.50201 -3.29842 8.18893
H -0.66250 -3.11024 6.90707
H 1.44057 -2.76518 5.63343
H 2.47808 -0.77852 4.36217
H 1.01579 1.78516 7.46736
H 0.05308 -0.20765 8.55182
H 4.10784 0.94147 4.29153
H 4.91711 2.94025 3.04289
H 1.47197 5.11731 4.16513
H 0.67275 3.07310 5.46992
H 3.07972 6.06691 2.82368
H 4.05679 4.90218 1.86099
H 4.70281 5.47108 3.46298
C -9.81961 -3.33240 -7.36359
N -8.37119 -3.21963 -6.97933
C -7.82424 -4.01317 -5.99931
C -6.49245 -3.83831 -5.55155
C -5.75925 -2.74900 -6.04623
C -6.37092 -1.98104 -7.05492
C -7.70908 -2.19729 -7.48270
C -4.40544 -2.45986 -5.49708
C -3.42903 -3.39070 -5.25606
C -2.26234 -3.08969 -4.57219
N -1.99487 -1.82344 -4.18883
C -2.81454 -0.82535 -4.49661
C -4.05516 -1.12413 -5.10911
C -0.67405 -1.56210 -3.60746
H -9.97673 -4.40251 -7.49881
H -9.86855 -2.84466 -8.33715
H -10.35345 -2.68459 -6.66828
H -8.50566 -4.81992 -5.77295
H -6.09079 -4.35548 -4.69271
H -5.81243 -1.16312 -7.48559
H -8.20014 -1.54389 -8.18862
H -3.50351 -4.42789 -5.54776
H -1.53087 -3.86000 -4.37729
H -2.46174 0.13300 -4.14516
H -4.74120 -0.29487 -5.19902
H -0.04838 -2.03534 -4.36421
H -0.51203 -2.14447 -2.70043
H -0.46417 -0.50478 -3.44586
C -8.14484 6.50136 -0.67950
C -7.14337 5.69743 -1.60101
C -5.75577 6.46965 -1.73448
C -4.96069 6.44552 -0.45728
C -4.58069 5.06541 0.04699
C -5.79481 4.17135 0.25697
N -6.86597 4.32692 -0.84539
O -8.01835 3.54983 -0.82702
C -6.39957 4.51659 1.68406
C -5.29474 2.71693 0.24574
C -7.77670 5.59786 -3.01609
H -8.51884 7.36888 -1.22324
H -7.71534 6.94846 0.21701
H -9.02309 5.88039 -0.50294
H -5.72439 7.51356 -2.04654
H -5.14867 6.04716 -2.53514
H -5.39481 7.05430 0.33584
H -4.07375 7.07353 -0.54123
H -3.94911 5.05397 0.93529
H -3.92822 4.55630 -0.66237
H -6.56709 5.58932 1.78040
H -5.73980 4.28508 2.52025
H -7.33023 4.07875 2.04499
H -4.61723 2.43831 1.05286
H -4.76629 2.56348 -0.69516
H -6.07714 1.96197 0.32313
H -8.06401 6.53879 -3.48535
H -8.68489 4.99558 -3.03928
H -7.12827 5.13387 -3.75930
C 1.62144 -7.37530 0.61151
C 2.13475 -6.74013 1.91421
C 1.12926 -5.57105 2.32447
C -0.15070 -5.88338 3.04542
C 0.13603 -6.71890 4.29729
C 0.92736 -8.01960 4.04478
N 2.18489 -7.68039 3.15467
O 3.29695 -8.48241 3.45129
C 0.06128 -9.13846 3.40098
C 1.35425 -8.44558 5.46705
C 3.59806 -6.18515 1.57817
H 2.13099 -8.30825 0.37057
H 1.67207 -6.77818 -0.29898
H 0.57877 -7.64738 0.77553
H 0.99459 -4.90736 1.47037
H 1.61675 -4.80843 2.93181
H -0.77500 -6.50246 2.40116
H -0.68901 -4.97241 3.30713
H -0.78096 -6.87195 4.86632
H 0.67872 -6.13078 5.03736
H -0.17229 -9.05241 2.33978
H -0.87885 -9.26648 3.93751
H 0.65701 -10.05107 3.41945
H 2.11605 -7.72420 5.76262
H 1.84949 -9.41562 5.51031
H 0.58662 -8.51880 6.23742
H 3.84466 -5.55766 2.43466
H 3.48643 -5.56298 0.69018
H 4.41367 -6.87606 1.36482
C -2.54065 3.62741 3.76537
C -3.36996 2.69591 4.67372
C -2.34982 1.82606 5.48219
C -2.94778 1.01805 6.57729
C -3.61834 1.92033 7.54028
C -4.65017 2.84398 6.98045
N -4.14258 3.51679 5.72707
O -4.84454 4.64692 5.24992
C -4.78415 3.99313 8.01769
C -6.09913 2.22720 6.71484
C -4.26911 1.76470 3.80243
H -2.04702 4.49913 4.19492
H -3.13051 4.08506 2.97119
H -1.80705 2.97701 3.28903
H -1.62992 2.43421 6.02991
H -1.73880 1.21463 4.81818
H -2.12081 0.52451 7.08782
H -3.69400 0.32768 6.18402
H -2.83824 2.46925 8.06775
H -3.97990 1.39724 8.42558
H -3.87623 4.34310 8.50894
H -5.49406 3.65597 8.77297
H -5.18303 4.93437 7.63947
H -6.56140 1.81894 7.61360
H -5.96310 1.33470 6.10409
H -6.82771 2.93998 6.32857
H -4.63868 0.87099 4.30524
H -3.69581 1.35944 2.96866
H -5.13877 2.20117 3.31121
C 6.62205 -0.40634 0.37575
C 7.37877 0.44114 -0.68423
C 6.41416 0.98672 -1.75134
C 6.91388 2.09631 -2.62292
C 7.39043 3.31573 -1.76361
C 8.38639 2.98151 -0.62216
N 8.02047 1.62211 0.01150
O 8.58433 1.35566 1.28657
C 8.32805 4.06588 0.45316
C 9.77802 2.86910 -1.18905
C 8.54974 -0.39690 -1.32643
H 5.78839 0.17610 0.76802
H 7.14037 -0.73642 1.27603
H 6.10176 -1.26441 -0.04982
H 5.53812 1.37720 -1.23348
H 5.95720 0.14873 -2.27770
H 6.16407 2.38538 -3.35935
H 7.77154 1.83310 -3.24198
H 6.52759 3.88239 -1.41359
H 7.88293 3.99817 -2.45630
H 8.36758 5.05644 0.00002
H 9.08350 3.97848 1.23404
H 7.33982 4.06184 0.91301
H 9.89486 3.72417 -1.85487
H 10.09224 2.01296 -1.78602
H 10.50623 2.94139 -0.38122
H 8.97055 0.10881 -2.19550
H 8.29621 -1.42300 -1.59282
H 9.39061 -0.59135 -0.66069
C 3.08558 -3.12142 -0.51867
C 2.58126 -3.67635 -1.98376
N 3.61335 -3.75776 -3.15699
C 4.51409 -4.96583 -2.96463
C 2.91074 -3.79588 -4.58054
C 1.94544 -4.97824 -4.73422
C 4.41441 -2.42321 -3.02164
C 5.40139 -2.08515 -4.16511
O 6.47400 -2.98657 -4.08966
C 7.67160 -2.64000 -4.80547
H 3.97157 -3.65736 -0.17826
H 2.38724 -3.50293 0.22623
H 3.09463 -2.04506 -0.34703
H 1.78136 -3.09993 -2.44853
H 2.05257 -4.62925 -1.95977
H 5.17337 -4.94215 -3.83232
H 3.97571 -5.91316 -2.93591
H 5.16420 -4.72045 -2.12485
H 3.64772 -3.71549 -5.37960
H 2.33276 -2.87724 -4.68127
H 1.49904 -5.02687 -5.72742
H 1.10870 -5.01278 -4.03652
H 2.50092 -5.89810 -4.55150
H 4.97540 -2.51015 -2.09114
H 3.65525 -1.64673 -2.92754
H 5.85324 -1.10016 -4.04787
H 5.12715 -1.89640 -5.20302
H 8.07054 -1.64492 -4.60858
H 7.43710 -2.59155 -5.86885
H 8.43937 -3.39341 -4.62945
C -1.16677 2.25789 -0.04278
C -0.63626 1.19974 0.93824
N 0.70354 0.49048 0.52351
C 0.46714 -0.31387 -0.72687
C 1.80914 1.56483 0.25391
C 3.19824 0.92214 0.12680
C 1.17627 -0.52056 1.65445
C 0.09003 -1.43762 2.27545
O -1.14461 -0.89226 2.76621
C -1.55681 -1.50145 3.95476
H -1.14570 1.95198 -1.08876
H -0.57448 3.16811 0.05102
H -2.13676 2.61433 0.30389
H -1.40117 0.46786 1.19779
H -0.40921 1.70295 1.87809
H -0.48992 -0.82570 -0.62605
H 1.26170 -1.05882 -0.76989
H 0.32452 0.40901 -1.53011
H 1.69406 2.28027 1.06815
H 1.66828 2.05402 -0.70992
H 3.59553 0.45561 1.02825
H 3.82308 1.80032 -0.03593
H 3.22921 0.23238 -0.71663
H 1.70131 0.00179 2.45419
H 1.87163 -1.22853 1.20353
H 0.66398 -1.83580 3.11218
H -0.22373 -2.26216 1.63530
H -2.57278 -1.21501 4.22651
H -0.94128 -1.25337 4.81944
H -1.53933 -2.59052 3.91326
C 3.32113 8.04186 -4.44580
C 3.58135 6.81126 -3.50073
N 3.12026 5.41293 -4.01291
C 3.62011 4.24269 -3.12293
C 1.51533 5.30465 -3.97286
C 0.86064 3.93823 -3.96037
C 3.59105 5.15469 -5.54184
C 5.11592 5.23263 -5.72353
O 5.79080 4.07039 -5.37122
C 7.09610 4.12331 -5.79580
H 2.25248 8.25624 -4.43505
H 3.66342 7.83224 -5.45922
H 3.76738 8.96642 -4.07954
H 2.97151 6.91868 -2.60370
H 4.63546 6.76526 -3.22714
H 3.26620 4.43682 -2.11044
H 4.70379 4.31392 -3.02986
H 3.30477 3.27569 -3.51482
H 1.09953 6.01934 -4.68308
H 1.30838 5.76643 -3.00744
H -0.22803 3.94588 -4.01391
H 1.00578 3.52362 -2.96281
H 1.23552 3.22430 -4.69375
H 3.02467 5.92000 -6.07251
H 3.12809 4.26849 -5.97591
H 5.60126 6.00026 -5.12080
H 5.33192 5.48161 -6.76249
H 7.42113 3.27082 -5.19939
H 7.60041 5.03641 -5.47953
H 7.24534 3.83877 -6.83737
C -3.99447 -0.25974 -0.16807
C -3.39467 -1.74124 -0.00220
N -4.32537 -2.79455 0.73970
C -4.82911 -2.10562 2.01682
C -5.64428 -3.12859 -0.09629
C -5.38603 -3.95762 -1.39262
C -3.43333 -3.99020 1.12093
C -3.90259 -5.05314 2.11821
O -5.19246 -5.51320 1.72506
C -5.70735 -6.61324 2.49706
H -3.43709 0.23598 -0.96287
H -3.93589 0.39256 0.70324
H -4.97275 -0.24993 -0.64866
H -2.55187 -1.66215 0.68449
H -2.96948 -2.28344 -0.84681
H -4.05439 -1.66289 2.64285
H -5.43766 -2.82163 2.56917
H -5.47979 -1.26840 1.76428
H -6.10055 -2.14213 -0.17886
H -6.17507 -3.71029 0.65735
H -6.20292 -4.28470 -2.03590
H -4.90708 -4.89454 -1.10819
H -4.74371 -3.41650 -2.08739
H -2.47815 -3.58942 1.46021
H -3.17035 -4.37458 0.13543
H -3.80386 -4.70295 3.14570
H -3.25412 -5.90889 1.93043
H -6.53648 -7.08986 1.97410
H -6.11197 -6.25813 3.44484
H -4.95615 -7.39381 2.61754
B 0.96280 5.88791 0.43969
F -0.33671 6.25745 0.51484
F 1.27043 4.99907 1.46134
F 1.28537 5.29833 -0.77145
F 1.77967 7.03523 0.62670
B -1.04822 -4.80557 -1.23248
F -1.15983 -5.41324 -0.01111
F -2.25816 -4.82601 -1.97073
F -0.69644 -3.53207 -0.98223
F -0.09388 -5.52156 -2.03880
B 4.12593 -2.41517 3.23034
F 4.45921 -2.59314 4.56281
F 4.96884 -3.13098 2.44673
F 2.82331 -2.87135 3.01907
F 4.19962 -1.06326 2.98401
B 2.60158 0.71106 -4.38198
F 2.10258 -0.42536 -4.98145
F 3.86974 0.53683 -3.72986
F 2.74858 1.64502 -5.37324
F 1.66823 1.16628 -3.46076
B -4.14807 2.56016 -3.62934
F -3.93539 2.26359 -4.98206
F -4.82918 1.54811 -3.04500
F -2.91977 2.78317 -3.05419
F -4.85089 3.75355 -3.43140